The following is a DFT calculation (ωB97M-V/def2-TZVPD) of 7 unconnected molecules or ions with the total composition H14O7 in a non-equilibrium geometry.

Cartesian coordinates (Å):
O (-9.87305, -15.05610, 14.92006)
H (-9.27622, -15.80167, 14.98453)
H (-9.37874, -14.39409, 14.43669)
O (-12.14853, -15.90018, 13.84667)
H (-11.43239, -15.49851, 14.33862)
H (-12.14600, -15.44518, 13.00452)
O (-9.25165, -13.39659, 17.85227)
H (-9.23683, -13.80751, 18.71665)
H (-9.91997, -13.88107, 17.36766)
O (-6.77870, -11.98277, 12.95482)
H (-7.60535, -12.43317, 13.12804)
H (-6.17370, -12.68024, 12.70233)
O (-7.79688, -19.09965, 16.33052)
H (-7.42087, -18.57133, 17.03460)
H (-8.09901, -18.46003, 15.68566)
O (-7.97518, -16.75012, 14.20610)
H (-8.51076, -17.11342, 13.50084)
H (-7.37661, -16.14639, 13.76625)
O (-9.33214, -12.77311, 12.78209)
H (-9.46600, -12.77194, 11.83430)
H (-10.00891, -12.18700, 13.12076)

The charge is -1. As for the multiplicity: 2. The value obtained for the HOMO energy (spin up / spin down) is 0.18 / -7.55 eV. For the LUMO energy (spin up / spin down), the calculation gives 3.242 / 3.130 eV. The expectation value of S² is 0.75. The HOMO-LUMO gap (spin up / spin down) comes out at 3.1 / 10.7 eV. The value obtained for the energy above the lowest of the compared OMol25 structures with the same formula, charge and spin is 9.0 kcal/mol.

The following is a DFT calculation (ωB97M-V/def2-TZVPD) of 2 unconnected molecules or ions with the total composition C9H16N3 in a non-equilibrium geometry.

Cartesian coordinates (Å):
C (-1.50870, 0.75383, 2.54566)
C (0.69596, -0.11296, 2.48140)
N (-0.31804, 0.26635, 3.31908)
N (0.55149, -1.08383, 1.60158)
N (1.85602, 0.52507, 2.51815)
H (-0.25134, 0.13008, 4.30590)
H (-0.31036, -1.57173, 1.46953)
H (1.26731, -1.38963, 0.95961)
H (2.14662, 1.16238, 3.24371)
H (2.53653, 0.37512, 1.78970)
H (-1.53736, 0.28982, 1.56834)
H (-1.23562, 1.78060, 2.25557)
H (-2.42018, 0.66087, 3.12534)
C (1.23821, 1.68458, -2.26457)
C (0.35086, 0.47074, -2.13769)
C (-1.02646, 0.57131, -2.32694)
C (0.88641, -0.76933, -1.74723)
C (-1.86760, -0.53935, -2.23451)
C (0.05417, -1.87924, -1.66845)
C (-1.31948, -1.77114, -1.89333)
H (2.26652, 1.30563, -2.18983)
H (1.17165, 2.41872, -1.45782)
H (-1.40875, 1.51507, -2.71080)
H (1.91850, -1.06305, -1.60899)
H (-2.93552, -0.38343, -2.34585)
H (0.38637, -2.90778, -1.58725)
H (-2.04460, -2.57755, -1.81946)
H (0.85740, 2.13886, -3.19084)

The charge is +1. As for the multiplicity: 1. The value obtained for the HOMO energy is -11.99 eV. For the LUMO energy, the calculation gives -3.130 eV. The HOMO-LUMO gap comes out at 8.9 eV. The value obtained for the energy above the lowest of the compared OMol25 structures with the same formula, charge and spin is 40.2 kcal/mol.

The following is a DFT calculation (ωB97M-V/def2-TZVPD) of C5H6N2O in the gas phase in a non-equilibrium geometry.

Cartesian coordinates (Å):
C (-1.68003, 1.32400, 0.71918)
C (-0.71014, 0.44264, 0.37790)
C (0.37001, -1.61057, 0.07463)
C (1.47599, -1.14364, -0.50256)
C (1.33213, 0.28072, -0.94738)
H (-2.46941, 0.98883, 1.40313)
H (-1.81653, 2.24499, 0.23578)
H (-1.35492, -1.31956, 1.03932)
H (0.21690, -2.63143, 0.32114)
H (2.35231, -1.64068, -0.86145)
H (0.43709, 2.04041, -0.53442)
N (-0.57799, -0.85360, 0.65595)
N (0.38005, 1.04671, -0.22369)
O (2.04454, 0.83119, -1.75752)

The charge is 0. As for the multiplicity: 1. The value obtained for the HOMO energy is -7.85 eV. For the LUMO energy, the calculation gives 0.598 eV. As for the SMILES: C=C1NC=CC(=O)N1. The HOMO-LUMO gap comes out at 8.4 eV. The value obtained for the energy above the lowest of the compared OMol25 structures with the same formula, charge and spin is 13.7 kcal/mol.

The following is a DFT calculation (ωB97M-V/def2-TZVPD) of 2 unconnected molecules or ions with the total composition C2H9NS in a non-equilibrium geometry.

Cartesian coordinates (Å):
S (3.58669, 1.30762, -0.21143)
H (3.66117, 0.71510, -1.36279)
C (-1.07883, -1.37811, 0.28610)
N (-0.40905, -0.25985, -0.42723)
C (-0.47224, 1.03148, 0.35954)
H (-1.44420, -2.09294, -0.43913)
H (-0.45540, -1.82807, 1.05185)
H (-1.92762, -1.01442, 0.87582)
H (-0.78525, -0.08194, -1.35480)
H (0.63096, -0.32343, -0.47422)
H (-1.45709, 1.44540, 0.57090)
H (0.18148, 1.71291, -0.18708)
H (-0.03061, 0.76626, 1.31245)

The charge is 0. As for the multiplicity: 1. The value obtained for the HOMO energy is -5.89 eV. For the LUMO energy, the calculation gives -0.452 eV. The HOMO-LUMO gap comes out at 5.4 eV. The value obtained for the energy above the lowest of the compared OMol25 structures with the same formula, charge and spin is 62.3 kcal/mol.

The following is a DFT calculation (ωB97M-V/def2-TZVPD) of a molecular structure, C8H15N3O3 in a non-equilibrium geometry.

Cartesian coordinates (Å):
C (-0.07033, 0.46882, -0.87639)
C (0.64941, 1.32044, -0.07418)
C (2.46744, -0.41836, -0.17710)
C (0.24939, -0.89352, -1.34810)
C (0.29402, 2.66176, 0.29994)
C (3.73448, -0.89163, 0.38259)
C (-2.36710, -0.62160, 1.45697)
C (-3.29992, -0.62495, 0.33481)
N (1.97198, 0.77613, 0.22039)
N (1.71256, -1.13015, -1.02337)
N (-1.87544, 0.62095, -1.51993)
O (-2.33411, 1.57412, -1.01376)
O (-0.36130, -1.98185, -0.85444)
O (-2.49175, -0.75566, -0.82038)
H (0.12352, -0.81751, -2.51797)
H (0.76444, 3.58414, -0.09074)
H (0.39233, 2.93868, 1.37349)
H (-0.77879, 2.79950, 0.06636)
H (3.70141, -1.12057, 1.39323)
H (4.49939, -0.16041, 0.28588)
H (4.09192, -1.79246, -0.02310)
H (-2.11140, -1.58462, 1.81227)
H (-1.42365, -0.01845, 1.06774)
H (-2.69428, -0.08291, 2.30583)
H (-4.07222, 0.22358, 0.25229)
H (-3.99124, -1.48968, 0.22680)
H (2.56475, 1.28610, 0.92789)
H (1.96251, -2.11442, -1.26440)
H (-1.30801, -1.75548, -0.80266)

The charge is 0. As for the multiplicity: 1. The value obtained for the HOMO energy is -6.54 eV. For the LUMO energy, the calculation gives 0.184 eV. The HOMO-LUMO gap comes out at 6.7 eV. The value obtained for the energy above the lowest of the compared OMol25 structures with the same formula, charge and spin is 192.5 kcal/mol.

The following is a DFT calculation (ωB97M-V/def2-TZVPD) of a gas-phase ion, C3H10N3 (charge +1) in a non-equilibrium geometry.

Cartesian coordinates (Å):
C (1.31688, 1.23878, 0.14117)
N (-1.28280, 1.25889, -0.72172)
C (-0.51200, 0.09400, -0.97220)
N (0.68829, -0.05095, -0.14980)
H (2.25154, 1.03330, 0.66389)
H (0.68141, 1.85861, 0.78400)
H (1.52749, 1.74131, -0.80173)
H (-0.83078, 2.08845, -1.11826)
H (-2.10039, 1.04581, -1.30191)
H (-0.21132, 0.02092, -2.02731)
C (0.30276, -0.77322, 1.04017)
N (-0.34076, -2.02820, 0.64199)
H (1.17937, -1.02767, 1.64553)
H (-0.35499, -0.09045, 1.60445)
H (-1.13751, -2.21478, 1.25555)
H (-0.84508, -1.70658, -0.22909)

The charge is +1. As for the multiplicity: 1. The value obtained for the HOMO energy is -14.69 eV. For the LUMO energy, the calculation gives -7.930 eV. As for the SMILES: C/[N+](=C\N)CN. The HOMO-LUMO gap comes out at 6.8 eV. The value obtained for the energy above the lowest of the compared OMol25 structures with the same formula, charge and spin is 141.5 kcal/mol.

The following is a DFT calculation (ωB97M-V/def2-TZVPD) of C6H6 in the gas phase in a non-equilibrium geometry.

Cartesian coordinates (Å):
C (-1.34600, 0.87020, -0.23913)
C (-1.67864, -0.39287, -0.47747)
C (0.75142, 0.03245, 0.28512)
C (1.95731, -0.00298, -0.28050)
C (-0.39932, 0.57778, 0.88946)
C (-0.71016, -0.96395, 0.48031)
H (-1.50941, 1.80007, -0.64095)
H (-2.25258, -0.94827, -1.28030)
H (2.16644, -0.87724, -0.89294)
H (2.74866, 0.74825, 0.09248)
H (-0.46984, 0.91066, 1.84404)
H (-0.62772, -1.92060, 0.87506)

The charge is 0. As for the multiplicity: 1. The value obtained for the HOMO energy is -7.98 eV. For the LUMO energy, the calculation gives 1.090 eV. As for the SMILES: C=C1[C@H]2C=C[C@@H]12. The HOMO-LUMO gap comes out at 9.1 eV. The value obtained for the energy above the lowest of the compared OMol25 structures with the same formula, charge and spin is 128.2 kcal/mol.

The following is a DFT calculation (ωB97M-V/def2-TZVPD) of C5H7NO in the gas phase.

Cartesian coordinates (Å):
C (0.27019, 1.42547, 1.01849)
C (-0.30310, 0.07126, 0.58718)
N (-0.62186, -1.31915, 1.01206)
C (0.51253, -1.09974, 0.14029)
C (0.24659, -0.71625, -1.32912)
C (-0.80555, 0.25850, -0.79988)
O (-1.64051, 1.00033, -1.24478)
H (0.41042, 1.99855, 0.07617)
H (1.27019, 1.32901, 1.43891)
H (-0.37868, 2.05741, 1.62095)
H (-1.42782, -1.75544, 0.54553)
H (1.46765, -1.39157, 0.57049)
H (-0.06885, -1.40820, -2.10000)
H (1.13074, -0.14202, -1.65677)

The charge is 0. As for the multiplicity: 1. The value obtained for the HOMO energy is -9.15 eV. For the LUMO energy, the calculation gives 0.874 eV. As for the SMILES: C[C@]12N[C@H]1CC2=O. The HOMO-LUMO gap comes out at 10.0 eV. The value obtained for the energy above the lowest of the compared OMol25 structures with the same formula, charge and spin is 71.1 kcal/mol.

Molar mass values (in g/mol) by entry order: 126.10 166.25 110.12 79.17 201.23 88.13 78.11 97.12.
Electronic energy values (in hartree) by entry order: -535.0555 -516.5617 -378.8492 -534.4305 -703.5667 -284.1505 -232.0221 -324.6112.